Entry 1:
Formula: C2H7NOS
Source: the Open Molecules 2025 dataset
Level of theory: ωB97M-V/def2-TZVPD

Last column: natural (NBO) charge in e.
CARTESIAN COORDINATES (ANGSTROEM)
S: -0.11964 1.05669 0.63341  1.16
O: 1.19332 0.56960 1.12180  -1.05
N: -0.56475 -1.94283 0.80085  -0.77
C: 0.39941 1.89815 -0.88831  -0.82
C: -0.92531 -0.61443 -0.11887  -0.64
H: -1.10213 -2.16325 1.58228  0.40
H: -0.20195 -0.87381 -1.01707  0.14
H: -0.43497 -2.76646 0.14549  0.43
H: -0.52951 2.29146 -1.36030  0.23
H: 0.21861 -1.47175 1.22614  0.44
H: 1.03915 2.72872 -0.59253  0.24
H: 1.02776 1.28791 -1.53287  0.23

Results
HOMO energy: -7.24 eV
energy relative to the best compared isomer or geometry (same formula, charge and spin): 115.7 kcal per mole
strongest force on any atom: 3.14 eV Å⁻¹
E_tot: -608.4128 Ha
charge: 0

---

Entry 2:
Formula: C2H7NOS
Source: the Open Molecules 2025 dataset
Level of theory: ωB97M-V/def2-TZVPD

Last column: natural (NBO) charge in e.
CARTESIAN COORDINATES (ANGSTROEM)
S: -1.60781 -0.10558 0.32238  0.88
O: 1.19005 1.75243 0.05461  -0.94
N: -2.25768 1.06437 -0.57109  -1.03
C: 0.69326 -1.54202 0.18569  -0.66
C: -0.31421 -0.65876 -0.47326  -0.44
H: -3.19673 1.21505 -0.16334  0.34
H: 1.68907 -1.22422 -0.15622  0.24
H: 1.98654 2.33907 0.07047  0.48
H: 0.66899 -1.51272 1.30371  0.22
H: -0.23266 -0.42357 -1.43416  0.22
H: 0.80564 1.72677 0.88517  0.47
H: 0.57554 -2.63082 -0.02396  0.22

Results
HOMO energy: -8.01 eV
energy relative to the best compared isomer or geometry (same formula, charge and spin): 66.2 kcal per mole
strongest force on any atom: 4.76 eV Å⁻¹
E_tot: -608.4916 Ha
charge: 0

---

Entry 3:
Formula: C2H7NOS
Source: the Open Molecules 2025 dataset
Level of theory: ωB97M-V/def2-TZVPD

Last column: natural (NBO) charge in e.
CARTESIAN COORDINATES (ANGSTROEM)
S: -1.73156 -1.05423 0.60427  -0.03
O: 3.16053 1.08676 -1.96022  -0.53
N: 1.25829 -0.06074 -1.27313  -0.89
C: -2.21651 -0.05977 2.02296  -0.75
C: 2.46909 0.10844 -1.98933  0.55
H: -2.70949 -0.67765 2.78063  0.22
H: 1.23985 0.59752 -0.49993  0.37
H: 2.76782 -0.77716 -2.55947  0.11
H: 0.49409 0.20514 -1.89005  0.39
H: -1.34626 0.35867 2.52013  0.22
H: -0.52727 -0.51707 0.44188  0.12
H: -2.85858 0.79008 1.80226  0.21

Results
HOMO energy: -9.20 eV
energy relative to the best compared isomer or geometry (same formula, charge and spin): 22.6 kcal per mole
strongest force on any atom: 0.98 eV Å⁻¹
E_tot: -608.5612 Ha
charge: 0

---

Entry 4:
Formula: C2H7NOSi
Source: the Open Molecules 2025 dataset
Level of theory: ωB97M-V/def2-TZVPD

Last column: natural (NBO) charge in e.
CARTESIAN COORDINATES (ANGSTROEM)
Si: -2.21139 1.33470 -0.57558  1.10
O: -1.01601 0.35677 -1.34493  -0.74
N: 0.03952 -0.34304 -0.69767  -0.14
C: 1.82402 -1.42965 0.95258  -0.53
C: 0.48912 0.08088 0.36928  0.02
H: -2.01583 2.76582 -1.13464  -0.16
H: 2.67123 -0.92677 0.44468  0.21
H: -0.07245 0.78876 0.95496  0.17
H: -3.34338 0.31662 -0.86570  -0.14
H: -2.01911 1.52344 0.88861  -0.21
H: 1.95714 -1.36989 2.01960  0.20
H: 1.38052 -2.29594 0.47635  0.22

Results
HOMO energy: -9.58 eV
energy relative to the best compared isomer or geometry (same formula, charge and spin): 124.0 kcal per mole
strongest force on any atom: 4.81 eV Å⁻¹
E_tot: -499.7202 Ha
charge: 0

---

Entry 5:
Formula: C2H7NS
Source: the Open Molecules 2025 dataset
Level of theory: ωB97M-V/def2-TZVPD

Last column: natural (NBO) charge in e.
CARTESIAN COORDINATES (ANGSTROEM)
S: 0.77603 -1.78688 0.18768  -0.79
N: -0.77810 1.39542 -0.66849  -0.44
C: 0.56792 1.70158 -0.31785  -0.45
C: -1.58098 1.26902 0.33733  -0.19
H: 0.52217 -3.08630 -0.06746  0.06
H: -2.62605 1.02590 0.19547  0.15
H: -1.25568 1.37096 1.38085  0.12
H: -0.19330 -1.69800 1.13040  0.00
H: 1.28314 1.22364 -0.99951  0.19
H: 0.79691 2.76037 -0.38634  0.18
H: 0.84336 1.40846 0.70599  0.17

Results
HOMO energy (spin up / spin down): 0.99 / -5.22 eV
energy relative to the best compared isomer or geometry (same formula, charge and spin): 26.8 kcal per mole
<S²>: 0.751
strongest force on any atom: 1.80 eV Å⁻¹
E_tot: -533.2543 Ha
charge: -1
2S+1: 2

---

Entry 6:
Formula: C2H7NS
Source: the Open Molecules 2025 dataset
Level of theory: ωB97M-V/def2-TZVPD

Last column: natural (NBO) charge in e.
CARTESIAN COORDINATES (ANGSTROEM)
S: -2.42277 -1.39061 -1.97200  -0.30
N: 0.45065 0.03407 0.95095  -0.41
C: 1.40820 -0.25253 1.68497  -0.05
C: 0.47614 0.81211 -0.37289  -0.43
H: -0.58606 0.96661 -0.75946  0.20
H: -2.00371 -1.11351 -0.71343  0.16
H: -2.88438 -0.14126 -1.76881  0.14
H: 0.94958 1.72516 -0.30933  0.19
H: 2.29130 0.32851 1.85033  0.12
H: 0.97780 0.03073 -1.01859  0.22
H: 1.34324 -0.99928 2.42827  0.16

Results
HOMO energy: -9.11 eV
energy relative to the best compared isomer or geometry (same formula, charge and spin): 43.0 kcal per mole
strongest force on any atom: 3.99 eV Å⁻¹
E_tot: -533.2619 Ha
charge: 0

---

Entry 7:
Formula: C2H7NS
Source: the Open Molecules 2025 dataset
Level of theory: ωB97M-V/def2-TZVPD

Last column: natural (NBO) charge in e.
CARTESIAN COORDINATES (ANGSTROEM)
S: -1.15198 1.75212 -0.63609  -0.03
N: 0.84314 -1.01701 1.26721  -0.84
C: -0.15914 -0.70812 0.12366  -0.24
C: 0.12071 0.60955 -0.54334  -0.58
H: 0.87328 -2.06441 1.36081  0.36
H: -1.22231 -0.75640 0.33921  0.19
H: 0.93917 1.16395 -0.13056  0.23
H: -0.18927 -1.41182 -0.61582  0.21
H: -0.89263 2.48082 -1.76454  0.12
H: 0.26764 0.66267 -1.63253  0.23
H: 0.57141 -0.71135 2.23199  0.37

Results
HOMO energy: -8.68 eV
energy relative to the best compared isomer or geometry (same formula, charge and spin): 30.0 kcal per mole
strongest force on any atom: 4.55 eV Å⁻¹
E_tot: -533.2826 Ha
charge: 0

---

Entry 8:
Formula: C2H7NS
Source: the Open Molecules 2025 dataset
Level of theory: ωB97M-V/def2-TZVPD

Last column: natural (NBO) charge in e.
CARTESIAN COORDINATES (ANGSTROEM)
S: 1.22714 1.52292 -2.07099  -0.31
N: 0.40842 -0.59600 0.27914  -0.41
C: -0.24241 0.27726 1.23995  -0.45
C: -0.24225 -1.61195 -0.10820  -0.06
H: 0.16888 2.35620 -1.98360  0.13
H: 0.36689 0.26241 2.14628  0.22
H: -0.09065 1.30205 0.88486  0.21
H: -1.27810 -1.77489 0.20094  0.14
H: -1.29375 0.03105 1.41598  0.18
H: 0.29112 -2.35135 -0.69678  0.18
H: 0.68472 0.58228 -1.30760  0.16

Results
HOMO energy: -9.30 eV
energy relative to the best compared isomer or geometry (same formula, charge and spin): 22.7 kcal per mole
strongest force on any atom: 1.05 eV Å⁻¹
E_tot: -533.2942 Ha
charge: 0

---

Entry 9:
Formula: C2H7NS
Source: the Open Molecules 2025 dataset
Level of theory: ωB97M-V/def2-TZVPD

Last column: natural (NBO) charge in e.
CARTESIAN COORDINATES (ANGSTROEM)
S: 1.42899 0.94377 0.34468  0.22
N: 1.74269 -0.65147 0.42032  -0.56
C: 1.07663 -1.47004 -0.24639  -0.08
C: -1.71474 0.69706 -0.17000  -0.86
H: 1.44720 -2.39906 -0.11478  0.17
H: -1.55423 0.27410 0.85220  0.21
H: -2.80340 0.83621 -0.22190  0.22
H: -1.09184 1.70638 -0.25513  0.22
H: 0.23297 -1.36278 -0.96549  0.15
H: 2.41134 1.44354 1.04943  0.10
H: -1.17562 -0.01770 -0.69295  0.20

Results
HOMO energy: -9.07 eV
energy relative to the best compared isomer or geometry (same formula, charge and spin): 46.0 kcal per mole
strongest force on any atom: 4.07 eV Å⁻¹
E_tot: -533.2571 Ha
charge: 0

---

Entry 10:
Formula: C2H7NS2
Source: the Open Molecules 2025 dataset
Level of theory: ωB97M-V/def2-TZVPD

Last column: natural (NBO) charge in e.
CARTESIAN COORDINATES (ANGSTROEM)
S: -2.45097 0.83101 1.17617  -0.14
S: -3.11955 -0.08527 -0.48085  -0.15
N: 1.88858 0.20986 -1.25875  -0.82
C: 0.93805 -0.39227 -0.42998  -0.01
C: 1.26690 -0.57804 0.86003  -0.50
H: -1.30917 1.35960 0.56539  0.15
H: -0.13429 -0.23256 -0.56875  0.19
H: 0.53251 -0.83777 1.60694  0.20
H: 2.56038 0.78491 -0.77962  0.38
H: 1.48124 0.75924 -2.00049  0.37
H: -3.93062 -0.96814 0.13285  0.14
H: 2.27694 -0.85056 1.17707  0.19

Results
HOMO energy: -8.35 eV
energy relative to the best compared isomer or geometry (same formula, charge and spin): 37.9 kcal per mole
strongest force on any atom: 3.58 eV Å⁻¹
E_tot: -931.4632 Ha
charge: 0

---

Entry 11:
Formula: C2H7O2
Source: the Open Molecules 2025 dataset
Level of theory: ωB97M-V/def2-TZVPD

Last column: natural (NBO) charge in e.
CARTESIAN COORDINATES (ANGSTROEM)
O: 0.93569 1.17892 -1.52935  -1.06
O: 0.71008 -0.81496 0.02368  -0.93
C: -0.18108 -0.62150 1.05446  -0.02
C: -1.46305 0.09452 0.61813  -0.64
H: -2.21021 0.15711 1.42284  0.16
H: -1.91248 -0.46099 -0.20619  0.19
H: -0.46722 -1.59404 1.52139  0.09
H: 0.26035 -0.03450 1.89921  0.08
H: 0.78242 0.38656 -0.83772  0.50
H: 1.42493 0.71354 -2.21289  0.43
H: -1.23745 1.12286 0.31400  0.20

Results
HOMO energy: -2.99 eV
energy relative to the best compared isomer or geometry (same formula, charge and spin): 1.1 kcal per mole
strongest force on any atom: 0.67 eV Å⁻¹
E_tot: -230.8829 Ha
charge: -1

---

Entry 12:
Formula: C2H7O2
Source: the Open Molecules 2025 dataset
Level of theory: ωB97M-V/def2-TZVPD

Last column: natural (NBO) charge in e.
CARTESIAN COORDINATES (ANGSTROEM)
O: 1.10566 -2.33717 0.80079  -1.07
O: 0.55374 0.00144 -0.06365  -0.95
C: -0.94690 2.08106 -0.37191  -0.64
C: -0.74400 0.46807 -0.34476  -0.01
H: -1.02061 0.16180 -1.39706  0.09
H: -0.90853 2.47762 0.64273  0.18
H: -1.96742 2.20560 -0.58809  0.17
H: 1.64958 -2.89971 0.19406  0.42
H: 1.06252 -1.31987 0.31267  0.53
H: -0.40239 2.74416 -1.06730  0.18
H: -1.54297 0.02140 0.30586  0.11

Results
HOMO energy: -3.03 eV
energy relative to the best compared isomer or geometry (same formula, charge and spin): 16.0 kcal per mole
strongest force on any atom: 2.22 eV Å⁻¹
E_tot: -230.8592 Ha
charge: -1